(1)
C4H16NO2 | the ωB97M-V functional and the def2-TZVPD basis

CARTESIAN COORDINATES (ANGSTROEM)
C -0.3347 -0.2256 -2.1734
C 0.1980 -0.7620 -0.7988
C 1.7313 -0.8640 -0.8166
C 2.1454 -1.3989 0.5818
N -0.3671 0.3765 0.1696
H -0.0681 -0.7631 -3.1265
H 0.0025 0.7606 -2.3391
H -1.4513 -0.2656 -2.2851
H -0.1983 -1.7294 -0.4158
H 1.9821 -1.6772 -1.4944
H 2.0458 0.0901 -1.1494
H 3.2300 -1.1912 0.6862
H 1.7772 -0.9146 1.4132
H 2.0406 -2.5584 0.5668
H -0.3413 0.0859 1.2420
H 0.2581 1.2358 0.1419
H -1.3119 0.6907 -0.0549
H -0.2809 -0.1127 3.4487
H 1.1829 0.1460 3.2845
O 0.3724 0.2998 2.8066
H -4.4642 2.9352 0.8737
H -4.3079 3.0385 -0.6896
O -3.8406 2.8037 0.1285

Results
⟨S²⟩: 0.751
HOMO-LUMO gap (alpha / beta) in eV: 3.42 / 12.08
Spin multiplicity: 2
Energy relative to the best compared isomer or geometry (same formula, charge and spin) in kJ/mol: 102.3
Total charge: 0
Highest occupied orbital energy (alpha / beta) in eV: -2.70 / -11.50

Atom charges from the natural (NBO) analysis, given in e for atoms 1 to 5: -0.659 -0.073 -0.424 -0.651 -0.959

(2)
C4H16NO2 | the ωB97M-V functional and the def2-TZVPD basis

CARTESIAN COORDINATES (ANGSTROEM)
C -1.9768 -0.9522 -1.6035
C -1.2780 0.1504 -0.6757
N 0.0001 -0.3103 -0.0031
C 1.2050 -0.0713 -1.0237
C 2.3794 -0.6904 -0.4265
H -1.3984 -1.0601 -2.5587
H -3.0711 -0.7246 -1.9185
H -1.9425 -1.8566 -1.1172
H -1.1084 1.1521 -1.0591
H -2.1407 0.1569 0.0388
H -0.0832 -1.2880 0.3691
H 0.1788 0.2964 0.7753
H 1.2336 0.9840 -1.2383
H 1.0632 -0.5010 -2.0920
H 2.2711 -1.8454 -0.5572
H 3.3906 -0.6068 -0.9334
H 2.6341 -0.4540 0.6577
H 0.1674 0.0948 3.9432
H 1.1852 0.1274 2.8115
O 0.3273 -0.0011 3.0520
H -0.4056 2.3810 1.6168
H -1.7461 2.5075 1.1508
O -0.8850 2.5113 0.7917

Results
HOMO-LUMO gap in eV: 12.37
Energy relative to the best compared isomer or geometry (same formula, charge and spin) in kJ/mol: 224.5
Total charge: +1
Highest occupied orbital energy in eV: -15.32

Atom charges from the natural (NBO) analysis, given in e for atoms 1 to 5: -0.626 -0.235 -0.522 -0.224 -0.680

(3)
C4H16NO2 | the ωB97M-V functional and the def2-TZVPD basis

CARTESIAN COORDINATES (ANGSTROEM)
C -2.1835 -0.8968 1.6964
C -0.8282 -0.8148 0.9288
N -0.6917 0.4181 0.2337
C -0.2519 1.6505 0.9350
C -1.0316 -1.8679 -0.1354
H -2.2858 -0.0120 2.3746
H -3.0831 -0.6809 1.0427
H -2.1515 -1.8979 2.3472
H -0.0427 -1.0668 1.6703
H -1.4323 0.6665 -0.4415
H 0.1537 0.4149 -0.5326
H -0.9974 2.3523 0.7408
H 0.6846 2.1321 0.5248
H 0.0428 1.4780 2.0507
H -1.6004 -1.4115 -1.0460
H -0.0239 -1.9837 -0.5487
H -1.3766 -2.8239 0.2113
H 1.2805 1.1229 -2.2543
H 1.4018 -0.4005 -2.1329
O 0.9004 0.3433 -1.8031
H 4.3378 0.9421 -1.1656
H 5.0411 1.1358 -2.5644
O 4.1376 1.2004 -2.1316

Results
HOMO-LUMO gap in eV: 11.74
Energy relative to the best compared isomer or geometry (same formula, charge and spin) in kJ/mol: 220.7
Total charge: +1
Highest occupied orbital energy in eV: -14.69

Atom charges from the natural (NBO) analysis, given in e for atoms 1 to 5: -0.635 -0.080 -0.575 -0.436 -0.605

(4)
C4H16O3S | the ωB97M-V functional and the def2-TZVPD basis

CARTESIAN COORDINATES (ANGSTROEM)
C -1.4403 -0.1025 -1.9937
C -0.9410 -1.3107 -1.1752
C -0.4025 -1.0478 0.2245
S 0.0276 0.6659 0.5578
C 0.1168 0.5994 2.3298
H -2.2575 0.4375 -1.5388
H -1.7068 -0.4945 -2.9635
H -0.6337 0.6163 -2.1595
H -1.7669 -2.0328 -1.1684
H -0.2005 -1.8392 -1.7835
H -1.1596 -1.2815 0.9845
H 0.4117 -1.7049 0.5287
H -0.7925 0.1888 2.7606
H 0.2208 1.5776 2.7584
H 0.9598 -0.0053 2.6659
O 3.0551 -0.9460 0.2185
H 2.7607 -0.3526 -0.4925
H 3.1837 -0.3402 0.9569
O -3.2355 0.2538 1.5483
H -4.1586 0.2650 1.2722
H -2.7543 0.3840 0.7113
O 2.3630 0.9684 -2.0804
H 2.3840 0.8404 -3.0311
H 2.2099 1.9054 -1.9108

Results
HOMO-LUMO gap in eV: 8.72
SMILES: CCCSC.O.O.O
Energy relative to the best compared isomer or geometry (same formula, charge and spin) in kJ/mol: 30.7
Total charge: 0
Highest occupied orbital energy in eV: -8.30

Atom charges from the natural (NBO) analysis, given in e for atoms 1 to 5: -0.606 -0.408 -0.551 0.178 -0.761

(5)
C4H16O4 | the ωB97M-V functional and the def2-TZVPD basis

CARTESIAN COORDINATES (ANGSTROEM)
C 2.6875 -0.1702 0.5233
C 1.6040 -1.0772 1.0012
C 0.3132 -0.8005 1.1757
C -0.6791 -1.8140 1.6276
H 3.0160 -0.5824 -0.4391
H 2.4219 0.8585 0.2546
H 3.5443 -0.0976 1.1938
H 1.9795 -2.0980 1.0301
H 0.0356 0.2415 1.0441
H -1.5583 -1.6509 0.9698
H -0.5020 -2.8734 1.4369
H -1.0120 -1.7255 2.6588
O 0.9287 -1.3154 -2.7172
H 0.1715 -1.2820 -2.0944
H 1.0582 -0.3888 -3.0321
O 0.3270 3.8029 -0.1311
H -0.3457 3.3454 -0.6431
H 0.7890 3.0416 0.2070
O -2.9496 1.2213 0.5265
H -2.4710 1.9861 0.8755
H -2.3274 0.5261 0.7169
O -2.0056 0.4998 -2.0897
H -2.5969 0.3989 -1.3074
H -2.4288 -0.0463 -2.7876

Results
HOMO-LUMO gap in eV: 9.89
SMILES: C/C=C/C.O.O.O.O
Energy relative to the best compared isomer or geometry (same formula, charge and spin) in kJ/mol: 118.9
Total charge: 0
Highest occupied orbital energy in eV: -9.57

Atom charges from the natural (NBO) analysis, given in e for atoms 1 to 5: -0.649 -0.150 -0.221 -0.645 0.232

(6)
C4H16O4 | the ωB97M-V functional and the def2-TZVPD basis

CARTESIAN COORDINATES (ANGSTROEM)
C -2.5684 1.1779 -3.0298
O -3.3417 0.8113 -1.8943
H -2.8860 2.1796 -3.3194
H -1.5125 1.1583 -2.7598
H -2.7230 0.5517 -3.9085
H -4.2917 0.8036 -2.0319
C 0.2042 -3.1725 -3.2666
O -0.4225 -4.3398 -3.7642
H -0.3333 -2.6261 -2.4915
H 1.1887 -3.4545 -2.8932
H 0.3510 -2.5811 -4.1704
H -1.3316 -4.4180 -3.4657
C -0.7929 -0.4244 1.7426
O -1.0045 0.9135 1.4108
H 0.0898 -0.4751 2.3801
H -1.6593 -0.7481 2.3195
H -0.6289 -1.0788 0.8865
H -1.6341 0.9159 0.6861
C 3.6771 2.3343 4.3718
O 4.6328 2.3037 5.3562
H 3.7272 1.3698 3.8666
H 2.7072 2.4573 4.8537
H 3.7458 3.1071 3.6062
H 4.8067 3.2343 5.5153

Results
HOMO-LUMO gap in eV: 10.70
SMILES: CO.CO.CO.CO
Energy relative to the best compared isomer or geometry (same formula, charge and spin) in kJ/mol: 273.5
Total charge: 0
Highest occupied orbital energy in eV: -10.22

Atom charges from the natural (NBO) analysis, given in e for atoms 1 to 5: -0.243 -0.745 0.165 0.186 0.163

(7)
C4H16O4 | the ωB97M-V functional and the def2-TZVPD basis

CARTESIAN COORDINATES (ANGSTROEM)
C -1.0522 -1.9340 -1.7143
C -0.3295 -2.1839 -0.4255
C -0.7472 -1.6951 0.7325
C -0.0990 -2.0025 2.0534
H -1.0030 -2.7882 -2.3935
H -2.1087 -1.6898 -1.5966
H -0.5303 -1.1956 -2.3103
H 0.6164 -2.7076 -0.5487
H -1.5868 -1.0126 0.7651
H 0.3244 -1.1099 2.5260
H 0.6694 -2.7503 1.8814
H -0.8640 -2.3642 2.7359
O 2.6210 0.9154 -1.1097
H 2.4041 1.2432 -1.9904
H 2.1572 0.0683 -1.0722
O -2.1288 1.2241 2.0973
H -2.4184 0.7858 1.2955
H -1.1756 1.3397 2.0284
O 0.0219 1.3958 -1.9842
H 0.2584 1.9610 -1.2336
H -0.9224 1.3344 -2.1661
O 1.3132 2.7161 0.5428
H 2.0330 2.1356 0.2338
H 1.3889 2.6397 1.5046

Results
HOMO-LUMO gap in eV: 9.85
SMILES: C/C=C/C.O.O.O.O
Energy relative to the best compared isomer or geometry (same formula, charge and spin) in kJ/mol: 80.6
Total charge: 0
Highest occupied orbital energy in eV: -9.37

Atom charges from the natural (NBO) analysis, given in e for atoms 1 to 5: -0.650 -0.193 -0.176 -0.636 0.214

(8)
C4H17CoN8O5 | the ωB97M-V functional and the def2-TZVPD basis

CARTESIAN COORDINATES (ANGSTROEM)
Co -2.0325 1.8887 -0.8619
O -0.2791 1.0715 -0.6014
H -0.4321 0.1287 -0.4751
C -2.7381 -1.1014 -2.2948
O -2.6365 -0.0252 -1.6645
N -2.4605 -1.1618 -3.6233
N -2.9911 -2.2832 -1.7484
H -2.3197 -0.3236 -4.1580
H -2.1616 -2.0622 -3.9506
H -3.1138 -2.9853 -2.4560
H -2.8617 -2.4095 -0.7599
C -2.2839 0.2963 1.8071
O -2.6116 1.3280 1.1906
N -3.2446 -0.6155 2.1366
N -1.0431 -0.1751 1.9234
H -4.2243 -0.4330 2.0076
H -2.9779 -1.5419 2.4165
H -0.8334 -1.0429 2.3803
H -0.3947 0.3606 1.3599
C 3.1179 -0.9861 2.6009
O 3.3909 -2.0619 2.0771
N 3.5695 -0.7459 3.8606
N 2.4517 0.1182 2.1400
H 3.4684 0.1535 4.2857
H 3.8169 -1.5696 4.3836
H 2.2155 0.1572 1.1609
H 2.3542 0.8904 2.7638
C 2.6216 2.1389 -2.1622
O 3.5183 2.6514 -2.8239
N 2.4133 0.7800 -2.1958
N 1.7046 2.7896 -1.4260
H 2.9017 0.1875 -2.8403
H 1.4942 0.5495 -1.8605
H 1.6774 3.7896 -1.5270
H 0.9239 2.2445 -1.0647

Results
⟨S²⟩: 3.756
HOMO-LUMO gap (alpha / beta) in eV: 6.26 / 6.24
Spin multiplicity: 4
Total charge: +1
Highest occupied orbital energy (alpha / beta) in eV: -11.50 / -11.50

Atom charges from the natural (NBO) analysis, given in e for atoms 1 to 5: 1.651 -1.200 0.468 0.810 -0.830

no.,electronic energy (eV),maximum force (hartree/bohr),molar mass (g/mol)
1,-9988.54645,0.08382,110.18
2,-9985.05406,0.09330,110.18
3,-9985.09396,0.09961,110.18
4,-21385.17603,0.02758,144.24
5,-12596.60397,0.04089,128.17
6,-12595.00184,0.04214,128.17
7,-12597.00163,0.01745,128.17
8,-64205.22368,0.06765,316.16